Entry from OMol25: a structure of composition C33H26Cl2CuN3O2S2Te (ωB97M-V/def2-TZVPD).

Geometry as XYZ:
```
70
Properties=species:S:1:pos:R:3:forces:R:3:mulliken_spin:R:1
Cu 0.4270 -0.4555 -0.0385 -0.325 -0.085 0.045 0.65
C 0.0221 2.2280 -1.9770 0.079 -0.024 -0.008 0.00
C -1.0548 1.4927 -1.2286 -0.070 0.160 -0.064 0.00
N -1.5674 0.4698 -1.7976 -0.163 -0.211 0.143 0.00
N -2.7178 -0.0986 -1.2693 0.105 0.015 0.134 0.00
C -2.7410 -0.7596 -0.1771 -0.053 -0.015 -0.031 -0.01
S -1.5484 -1.1254 1.0338 0.289 0.030 -0.204 0.17
S -4.2957 -1.5069 0.2976 0.139 0.063 0.086 0.00
C -5.4095 -0.9930 -1.0301 -0.091 0.113 -0.069 0.01
C -6.0324 0.3683 -0.8511 0.045 -0.041 0.050 0.00
C -5.4638 1.4991 -1.4300 -0.032 0.029 -0.077 0.00
C -6.0312 2.7523 -1.2380 -0.040 -0.023 0.008 0.00
C -7.1764 2.8964 -0.4655 0.028 -0.065 0.001 0.00
C -7.7558 1.7724 0.1111 0.064 -0.021 -0.046 0.00
C -7.1857 0.5214 -0.0846 -0.013 0.022 0.034 0.00
C -1.4322 2.0858 0.0843 -0.058 0.055 -0.074 -0.02
C -2.5766 2.8488 0.2646 -0.019 0.013 0.051 0.00
C -2.8394 3.4623 1.4841 0.103 -0.067 -0.011 0.01
C -1.9236 3.3099 2.5217 0.034 -0.038 -0.073 0.00
C -0.7779 2.5449 2.3544 -0.141 0.109 0.051 0.01
C -0.5200 1.9067 1.1384 0.405 -0.239 0.167 0.00
O 0.5704 1.1454 0.9886 -0.142 0.285 -0.127 0.10
H 0.3638 1.6453 -2.8327 -0.002 0.009 0.005 0.00
H -0.3841 3.1816 -2.3274 -0.011 -0.019 -0.014 0.00
H 0.8573 2.4587 -1.3159 0.005 -0.010 0.017 0.00
H -4.8416 -1.0529 -1.9565 -0.042 0.018 -0.043 0.00
H -6.1833 -1.7621 -1.0324 -0.024 0.005 -0.064 0.00
H -4.5623 1.3812 -2.0193 -0.035 0.011 0.036 0.00
H -5.5714 3.6238 -1.6905 -0.012 -0.017 0.008 0.00
H -7.6125 3.8760 -0.3116 0.002 -0.015 -0.005 0.00
H -8.6502 1.8707 0.7151 0.019 -0.008 -0.010 0.00
H -7.6361 -0.3535 0.3735 0.012 0.026 -0.004 0.00
H -3.2731 2.9534 -0.5589 0.017 0.004 0.034 0.00
H -3.7453 4.0398 1.6230 0.029 -0.015 -0.012 0.00
H -2.1102 3.7825 3.4799 -0.006 -0.013 -0.013 0.00
H -0.0787 2.3976 3.1687 -0.012 -0.003 -0.005 0.00
Cl 0.0539 -4.1295 -3.2564 0.095 0.065 -0.027 0.00
C 1.2438 -2.8660 -3.2091 0.113 -0.179 -0.281 0.01
C 2.1761 -2.7614 -4.2599 -0.253 -0.206 0.041 0.00
C 3.1405 -1.8004 -4.2624 0.163 0.138 0.018 0.00
Cl 4.2955 -1.7218 -5.5787 -0.118 -0.006 0.122 0.00
C 3.2130 -0.8648 -3.2028 0.123 0.071 -0.108 0.00
C 4.1653 0.1724 -3.0865 0.040 -0.069 -0.085 0.00
C 4.1167 1.0258 -2.0234 -0.019 0.076 0.128 0.00
C 3.0997 0.8735 -1.0597 -0.028 0.112 -0.009 0.00
N 2.2116 -0.0838 -1.1383 -0.099 -0.312 -0.198 0.04
C 2.2594 -0.9686 -2.1768 -0.016 0.224 0.211 -0.02
C 1.2576 -2.0011 -2.1277 -0.233 0.107 0.610 0.01
O 0.4725 -2.0666 -1.1021 0.207 -0.121 -0.532 0.07
H 2.1199 -3.4663 -5.0791 -0.018 -0.009 0.036 0.00
H 4.9303 0.2747 -3.8456 -0.030 0.003 0.003 0.00
H 4.8415 1.8218 -1.9135 -0.037 -0.015 0.011 0.00
H 3.0010 1.5487 -0.2171 0.008 -0.016 0.004 0.00
C 4.4937 -0.1417 3.8851 0.140 -0.302 0.018 0.00
Te 2.7616 0.5224 2.8061 -0.008 0.207 0.080 0.00
C 2.6872 -1.4727 2.0328 -0.025 -0.028 0.041 -0.01
C 3.8209 -2.2417 2.6717 -0.110 0.049 -0.037 0.00
C 3.9937 -3.5952 2.3729 0.037 0.053 0.016 0.00
C 5.0201 -4.3206 2.9521 0.037 0.059 0.058 0.00
C 5.8922 -3.6952 3.8402 -0.068 0.003 -0.048 0.00
C 5.7259 -2.3524 4.1359 -0.043 0.061 -0.048 0.00
C 4.6922 -1.6095 3.5587 -0.037 0.043 0.017 0.00
H 4.3454 0.0008 4.9560 0.002 -0.035 -0.016 0.00
H 5.3619 0.4456 3.5860 0.026 -0.038 -0.003 0.00
H 2.7892 -1.4521 0.9485 0.041 -0.015 0.015 0.00
H 1.7197 -1.9172 2.2688 0.030 -0.001 0.014 0.00
H 3.3125 -4.0754 1.6780 0.013 0.031 0.038 0.00
H 5.1402 -5.3705 2.7158 0.010 0.009 0.003 0.00
H 6.6963 -4.2567 4.3007 -0.011 0.015 -0.013 0.00
H 6.4065 -1.8620 4.8237 -0.017 -0.014 0.003 0.00
```
Positions in Å, forces in eV/Å.

Spin multiplicity   2
Total charge   -1
Lowest unoccupied orbital energy (spin up / spin down)   0.077 / 0.077 Ha
Maximum force   0.66 eV Å⁻¹
Energy relative to the best compared isomer or geometry (same formula, charge and spin)   11.7 kcal/mol


Entry from OMol25: the ion C6H13N4 with charge +1 in a non-equilibrium geometry (ωB97M-V/def2-TZVPD).

Geometry as XYZ:
```
23
Properties=species:S:1:pos:R:3:forces:R:3:mulliken_charge:R:1
C 3.3018 0.7813 0.3002 0.599 -0.238 3.195 -1.22
C 2.3262 -0.2968 -0.0766 1.898 0.783 -3.453 -0.34
N 0.9674 0.0867 -0.0720 -0.041 0.919 0.435 0.21
C 0.4636 1.2949 0.2228 0.208 -0.167 1.129 -0.21
N -0.8724 1.1352 0.2143 0.601 1.196 -0.431 -0.04
C -1.1864 -0.1060 -0.1607 -0.569 -2.964 0.419 0.39
N -2.4717 -0.5414 -0.1011 -1.638 0.662 -0.095 -0.28
C -3.6315 0.3557 0.1432 -0.497 -1.653 -1.045 -0.83
C 0.0195 -0.8503 -0.3314 -2.028 2.177 0.346 0.04
N 0.2814 -2.0740 -0.8836 1.768 -2.185 0.889 -0.52
H 2.8733 1.2916 1.2859 1.333 -0.868 -1.929 0.30
H 3.5605 1.5301 -0.4359 -0.156 0.028 -0.164 0.34
H 4.2303 0.1589 0.5977 -1.181 1.570 -0.423 0.34
H 2.4936 -1.0630 0.6294 -0.152 -1.349 0.372 0.39
H 2.5385 -0.5897 -1.1941 -0.202 -0.149 2.223 0.30
H 0.8567 2.0809 0.8813 0.415 -0.484 -0.961 0.28
H -1.4738 1.9435 0.3215 -0.122 -0.517 0.094 0.23
H -2.7842 -1.4989 -0.1795 0.914 0.090 -0.146 0.22
H -4.2515 -0.0446 0.9552 0.439 0.404 0.101 0.29
H -3.3740 1.3765 0.2690 0.357 0.752 0.547 0.30
H -4.2876 0.3526 -0.7394 0.210 -0.039 0.084 0.30
H -0.5489 -2.5175 -1.2283 -0.068 -0.324 -0.179 0.24
H 0.9692 -2.8056 -0.4182 -2.089 2.357 -1.006 0.26
```
Positions in Å, forces in eV/Å.

Spin multiplicity   1
Total charge   +1
Lowest unoccupied orbital energy   -0.098 Ha
Maximum force   4.02 eV Å⁻¹
Energy relative to the best compared isomer or geometry (same formula, charge and spin)   21.3 kcal/mol


Entry from OMol25: a cluster of 3 separate species, C20H39BrNO4 in total (ωB97M-V/def2-TZVPD).

Geometry as XYZ:
```
65
Properties=species:S:1:pos:R:3:forces:R:3:mulliken_spin:R:1
C 3.3211 -3.3886 -1.6569 0.023 -0.110 -0.068 0.00
C 3.4471 -2.6011 -0.3448 0.086 0.007 0.007 0.00
C 2.3878 -1.5253 -0.2493 -0.185 0.130 0.049 0.00
O 2.5207 -0.8756 1.0172 0.123 0.073 -0.004 0.00
C 1.9974 0.3923 1.1948 0.097 -0.101 0.024 0.00
Br -0.0063 0.3152 0.8263 0.046 -0.061 0.046 0.00
C 2.5341 1.4500 0.2492 0.004 0.053 -0.205 0.02
C 3.9611 1.9147 0.5532 -0.079 -0.047 0.130 -0.03
C 5.0321 0.8432 0.2892 0.001 -0.053 -0.019 0.04
C 4.2449 3.1454 -0.3056 0.115 0.002 -0.037 0.01
N 4.0122 2.3396 1.9713 0.049 0.001 0.081 0.42
O 4.9929 3.0878 2.2901 -0.096 -0.028 -0.015 0.53
C 3.4283 1.5474 3.0930 0.072 -0.119 -0.233 -0.02
C 3.0390 2.5498 4.1767 0.079 -0.075 0.155 0.01
C 4.5092 0.5973 3.6221 0.103 0.007 -0.068 0.04
C 2.1722 0.7445 2.6708 -0.174 0.027 0.023 0.02
H 3.3049 -4.4649 -1.4818 0.013 0.054 0.004 0.00
H 4.1481 -3.1875 -2.3390 -0.037 0.049 0.043 0.00
H 2.3998 -3.1401 -2.1903 0.010 -0.005 0.056 0.00
H 4.4314 -2.1320 -0.2650 -0.055 -0.077 -0.040 0.00
H 3.3556 -3.2586 0.5223 -0.071 0.018 -0.041 0.00
H 1.3818 -1.9534 -0.3022 0.046 -0.037 -0.010 0.00
H 2.4717 -0.8118 -1.0763 0.112 -0.106 0.068 0.00
H 1.8765 2.3203 0.2899 0.006 -0.051 0.051 0.00
H 2.5009 1.0766 -0.7775 -0.044 0.157 0.086 0.00
H 4.6815 -0.1597 0.5324 0.077 0.141 0.034 -0.01
H 5.3290 0.8648 -0.7618 -0.073 -0.047 0.001 0.00
H 5.9175 1.0600 0.8886 -0.011 0.065 -0.071 -0.01
H 5.2908 3.4376 -0.2245 -0.056 0.006 0.022 0.00
H 3.6269 3.9901 0.0016 -0.006 -0.047 -0.008 -0.01
H 4.0290 2.9058 -1.3496 0.005 0.014 0.043 0.00
H 3.9046 3.1532 4.4457 -0.052 -0.009 -0.001 0.00
H 2.2372 3.2066 3.8349 0.045 -0.011 -0.027 -0.01
H 2.6981 2.0154 5.0669 -0.034 0.006 -0.070 0.00
H 5.4035 1.1639 3.8857 -0.055 -0.020 0.014 0.00
H 4.1396 0.0768 4.5075 0.017 0.025 -0.017 0.00
H 4.7785 -0.1506 2.8735 -0.057 0.013 0.051 -0.01
H 1.2860 1.2712 3.0208 0.049 0.087 -0.144 0.00
H 2.1930 -0.2146 3.1903 -0.090 0.068 0.089 0.00
C -4.5841 -0.3252 2.0575 0.027 -0.016 0.006 0.00
C -5.6796 -1.1971 1.4466 -0.018 0.011 -0.001 0.00
C -5.8206 -0.5798 0.0609 -0.001 -0.043 -0.006 0.00
O -4.5257 -0.0905 -0.2894 0.004 0.016 -0.014 0.00
C -3.6729 -0.1000 0.8582 -0.020 0.025 0.016 0.00
H -4.0657 -0.7971 2.8911 -0.006 0.005 -0.001 0.00
H -5.0012 0.6227 2.4031 -0.004 0.001 -0.004 0.00
H -5.3407 -2.2321 1.3692 0.003 0.001 0.000 0.00
H -6.6131 -1.1823 2.0076 0.006 -0.002 -0.001 0.00
H -6.5323 0.2528 0.0695 0.008 0.009 -0.002 0.00
H -6.1385 -1.2958 -0.6997 -0.007 0.001 0.009 0.00
H -2.9430 -0.9107 0.7607 -0.003 -0.001 -0.009 0.00
H -3.1334 0.8472 0.8951 0.002 -0.009 0.009 0.00
C -5.8105 0.0410 -3.8835 -0.002 0.021 -0.007 0.00
C -4.4491 -0.6109 -3.6519 0.005 -0.027 0.000 0.00
C -4.6906 -2.0096 -4.2027 0.019 0.001 0.001 0.00
O -5.6414 -1.8687 -5.2605 -0.003 -0.003 -0.008 0.00
C -6.2136 -0.5610 -5.2232 -0.028 0.001 0.015 0.00
H -5.7725 1.1295 -3.9058 -0.001 -0.005 0.003 0.00
H -6.5126 -0.2598 -3.1026 0.004 -0.005 0.001 0.00
H -3.6837 -0.0985 -4.2392 0.000 -0.004 -0.004 0.00
H -4.1463 -0.6118 -2.6064 0.005 0.023 -0.008 0.00
H -5.1055 -2.6687 -3.4314 -0.009 -0.002 -0.004 0.00
H -3.7921 -2.4794 -4.6061 0.001 0.006 0.009 0.00
H -5.8178 0.0327 -6.0547 0.010 -0.012 -0.005 0.00
H -7.2934 -0.6529 -5.3512 0.004 0.010 0.002 0.00
```
Positions in Å, forces in eV/Å.

Spin multiplicity   2
Total charge   0
Lowest unoccupied orbital energy (spin up / spin down)   0.022 / 0.020 Ha
Maximum force   0.27 eV Å⁻¹